[1]
The following is a quantum chemistry calculation of a structure of composition C26H24IN2O4PdS2 in a non-equilibrium geometry, from OMol25.

Values from the calculation:
HOMO (spin up / spin down): -11.292 / -11.292 eV
HOMO-LUMO gap (spin up / spin down): 4.928 / 4.926 eV
LUMO level (spin up / spin down): -6.365 / -6.366 eV
maximum force: 1.23 eV Å⁻¹

```
! wB97M-V def2-TZVPD RIJCOSX def2/J DEFGRID3
* xyz 1 1
I 3.4790 -3.0772 -4.9267
Pd 0.6066 -0.9495 0.8001
S 0.9585 0.7522 2.2998
S 0.7468 3.5221 1.5372
O 2.2899 0.3521 -0.6475
O 2.4985 -4.1274 2.0529
O 1.8447 -2.0257 1.7626
O -1.1610 -2.2713 0.8771
N -0.5957 1.5775 0.2950
N -0.7706 0.3357 0.0799
C -2.6324 3.1648 2.4830
C 3.9138 -3.8901 -2.0453
C 4.5742 -0.2394 -0.5883
C -3.1995 -1.4927 -2.0514
C -3.7075 -2.7194 -2.2540
C 3.6561 -3.9412 -0.6837
C 2.2689 -3.2243 1.3011
C -3.4602 2.9995 3.5839
C -2.5384 -3.6724 -0.3531
C -1.7473 5.1767 3.4453
C -1.9244 -2.3800 -0.0885
C 1.6808 -2.6656 -1.0432
C -1.8902 0.0652 -0.7069
C 3.0473 -3.2080 -2.8993
C -1.7698 4.2539 2.4057
C 0.3113 1.8808 1.2828
C 3.4995 1.0898 -2.5436
C 3.3722 0.4118 -1.2058
C -2.2909 -1.2276 -0.9578
C -3.3990 -3.8251 -1.3684
C 2.5400 -3.2933 -0.1668
C -0.8345 4.4052 1.2436
C 1.9008 -2.5991 -2.4081
C -3.4304 3.9237 4.6181
C -2.6666 1.2304 -1.2508
C -2.5762 5.0151 4.5453
H 4.7906 -4.3789 -2.4470
H 4.5927 -1.2778 -0.9369
H -2.2684 -4.4793 0.3137
H 0.7609 -2.2351 -0.6362
H 4.3189 -4.4713 -0.0119
H -4.0735 3.7950 5.4783
H 4.5220 1.1153 -2.9113
H -2.6670 2.4441 1.6724
H -2.5536 5.7412 5.3467
H 3.1103 2.1055 -2.4646
H 4.4809 -0.2532 0.4956
H -4.3573 -2.8920 -3.1014
H -2.7520 2.0026 -0.4916
H -3.4319 -0.7019 -2.7485
H 1.2057 -2.1007 -3.0693
H 5.5056 0.2320 -0.8958
H -1.2488 4.0334 0.3093
H -4.1281 2.1496 3.6351
H -3.6618 0.9252 -1.5515
H -3.8600 -4.7875 -1.5481
H -2.1501 1.6813 -2.1020
H -1.0793 6.0289 3.3941
H 2.8734 0.5557 -3.2614
H -0.5235 5.4404 1.1082
*
```

---

[2]
The following is a quantum chemistry calculation of a structure of composition C26H24N7O6PtS in a non-equilibrium geometry, from OMol25.

Values from the calculation:
HOMO: -11.362 eV
HOMO-LUMO gap: 7.822 eV
LUMO level: -3.539 eV
maximum force: 2.78 eV Å⁻¹

```
! wB97M-V def2-TZVPD RIJCOSX def2/J DEFGRID3
* xyz 1 1
Pt -0.2065 -0.5461 -0.7432
S -1.0664 0.7936 -3.5428
O -4.0319 -1.4527 -1.8080
O -2.0041 1.7350 -4.0574
O 2.6232 -0.2972 1.1631
O -1.8728 -1.8758 -1.1506
O -1.1679 -0.6083 -3.8216
O 0.0159 2.6879 -1.1052
N 2.8113 1.9431 0.7792
N 0.7391 -2.0739 0.0902
N 3.0881 -2.7698 2.5865
N -1.3586 0.7759 -1.7639
N 3.0649 -5.0742 2.6413
N 1.1728 0.8389 -0.2849
N 1.7974 -4.0384 1.0793
C 1.5727 0.3545 -3.6959
C 2.8626 0.7270 -4.0195
C 1.2294 -2.9970 0.5819
C 0.9335 2.1861 -0.5047
C 2.0140 3.0141 0.2062
C -2.5862 0.9075 -1.4709
C 2.7599 3.8452 -0.8280
C -2.9339 -1.5054 -1.4925
C 3.1554 2.0358 -4.3991
C 4.7306 4.3727 -2.1035
C 2.1196 4.9511 -1.3846
C 4.1020 5.4890 -2.6334
C 1.4024 3.8537 1.3272
C 2.7882 5.7701 -2.2793
C 0.2789 3.3981 2.0107
C 0.5724 1.3212 -3.7217
C 2.1362 2.9905 -4.3834
C -0.2206 4.1036 3.0936
C 2.2453 0.7205 0.6146
C 1.5302 5.7235 2.8427
C 2.6472 -3.9246 2.0996
C 0.4037 5.2708 3.5112
C 4.0612 3.5491 -1.2057
C 2.0279 5.0191 1.7547
C 0.8416 2.6474 -4.0429
C 4.5291 2.3953 -4.8844
H 1.3320 -0.6733 -3.4605
H 2.0251 6.6302 3.1644
H 3.7252 -2.7552 3.3636
H 2.2890 6.6391 -2.6885
H 5.2812 1.7058 -4.5027
H -0.2190 2.4863 1.6996
H -1.0998 3.7433 3.6114
H 2.3608 4.0121 -4.6592
H 2.9044 5.3860 1.2363
H 3.4349 2.0934 1.5552
H 0.0445 3.3776 -4.0525
H 3.7499 -5.1070 3.3734
H 1.1018 5.1799 -1.0965
H 4.7971 3.4078 -4.5917
H 4.6327 6.1420 -3.3154
H 4.5634 2.6865 -0.7877
H 0.0125 5.8243 4.3543
H 4.5564 2.3471 -5.9753
H 2.8910 -1.8874 2.1166
H -2.8638 0.9816 -0.4209
H -3.2737 1.3436 -2.1949
H 5.7530 4.1447 -2.3762
H 2.6864 -5.9322 2.2812
H 3.6485 -0.0176 -4.0174
*
```

---

[3]
The following is a quantum chemistry calculation of a structure of composition C26H25BrF3N3O2RuS in a non-equilibrium geometry, from OMol25.

Values from the calculation:
HOMO (spin up / spin down): -11.383 / -11.219 eV
expectation value of S²: 0.757
HOMO-LUMO gap (spin up / spin down): 8.391 / 6.987 eV
LUMO level (spin up / spin down): -2.992 / -4.232 eV
maximum force: 1.78 eV Å⁻¹

```
! wB97M-V def2-TZVPD RIJCOSX def2/J DEFGRID3
* xyz 1 2
Ru -0.2022 0.4423 -0.3033
Br 2.2796 -2.4230 2.9667
S -1.5689 1.9202 -1.5536
F -2.4614 6.3231 -0.4160
F -1.6729 5.1625 -2.0630
F -3.4752 4.5209 -1.0560
O 0.7779 -0.2503 1.4605
O 1.9016 0.8932 0.0034
N -0.4244 2.1932 0.6561
N -2.7435 -1.4241 2.2304
N -1.9208 -0.3126 0.5425
C -1.2517 -1.5947 -2.9949
C -1.4473 4.2669 0.0993
C -2.9643 0.4161 1.0899
C 1.1951 -1.1367 -1.7578
C -1.7187 -3.6029 -1.4841
C 1.6867 0.8001 -3.3158
C 3.3710 -0.8802 2.8162
C -0.2355 3.9937 2.1565
C -0.8829 -2.4125 -1.9253
C 3.0960 0.1709 1.9373
C -3.4899 -0.2731 2.1295
C 5.4097 0.1973 3.4819
C 5.1586 1.2408 2.6037
C 1.8770 0.2596 1.1027
C -1.8051 -1.4063 1.2814
C -0.8784 -4.8841 -1.4451
C -2.9641 -3.8210 -2.3375
C 0.3433 -2.1472 -1.2988
C -0.4477 -0.5469 -3.4040
C 0.7793 -0.2810 -2.7978
C 4.5260 -0.8661 3.5814
C 0.0272 2.6884 1.8130
C -1.1499 2.9352 -0.1977
C -2.2689 5.0791 -0.8676
C -0.9800 4.7911 1.2862
C 4.0125 1.2183 1.8321
H 0.7193 -2.8085 -0.5266
H -1.1969 5.8196 1.5400
H -2.0652 -3.3963 -0.4635
H -2.7000 -4.0119 -3.3795
H 0.5804 2.0211 2.4587
H -1.5050 -5.7352 -1.1783
H -4.3164 -0.0628 2.7832
H -3.2870 1.3438 0.6516
H 2.6706 0.3917 -3.5509
H 1.2773 1.2504 -4.2176
H -2.1795 -1.7707 -3.5196
H 2.2006 -1.0408 -1.3733
H 4.7337 -1.6920 4.2465
H -3.6398 -2.9652 -2.3066
H -1.0547 -2.1675 1.1587
H 6.3051 0.1997 4.0888
H -0.0660 -4.8343 -0.7204
H 0.1302 4.3840 3.0943
H 3.8004 2.0160 1.1328
H -3.5120 -4.6894 -1.9733
H -0.4417 -5.0818 -2.4257
H 5.8547 2.0634 2.5177
H -0.7679 0.0819 -4.2265
H -2.8621 -2.1543 2.9132
H 1.8342 1.5890 -2.5763
*
```

---

[4]
The following is a quantum chemistry calculation of a structure of composition C26H25F9IrNO2 in a non-equilibrium geometry, from OMol25.

Values from the calculation:
HOMO (spin up / spin down): -9.668 / -11.727 eV
expectation value of S²: 8.771
HOMO-LUMO gap (spin up / spin down): 7.396 / 6.460 eV
LUMO level (spin up / spin down): -2.272 / -5.267 eV
maximum force: 4.47 eV Å⁻¹

```
! wB97M-V def2-TZVPD RIJCOSX def2/J DEFGRID3
* xyz 1 6
Ir 0.0411 -0.0272 -0.0294
F 1.6538 -1.7064 4.2025
F -0.2935 -2.5242 3.7988
F -0.0192 -1.3037 5.5257
F 0.9238 0.9040 5.5764
F -1.4749 0.8814 5.2430
F -2.5266 -0.1898 3.7164
F 2.2959 1.0024 3.9414
F -1.6916 1.7401 3.2541
F 0.6061 2.3721 4.0229
O -0.2519 0.5822 -2.0034
O -0.0791 0.0849 2.1546
N -1.2422 1.4778 -3.8044
C -2.4004 -1.4887 -2.0671
C 1.6386 1.6616 -0.0878
C -1.6477 -2.1866 -3.1946
C -2.0951 -1.0672 0.4808
C 2.3031 2.6466 -3.8814
C 1.4668 1.4163 1.2748
C 1.2801 0.8956 -5.1835
C -1.4763 0.6057 3.9593
C -1.6431 -1.5843 -0.7588
C -0.3862 -2.2804 -0.5211
C 3.5622 2.1509 -4.2027
C 2.5473 0.3921 -5.5031
C -2.5865 0.0084 -2.4004
C -3.7706 -2.1161 -1.8873
C -0.0903 -2.1929 0.8473
C -0.2155 2.5390 -4.0558
C 2.3279 -0.5292 0.3115
C 0.3329 -1.4171 4.2553
C 3.6906 1.0190 -5.0156
C 0.9937 1.1002 4.2758
C 1.1420 2.0119 -4.3681
C -1.3198 0.7088 -2.7379
C -1.1889 -1.5078 1.4882
C 1.9288 0.0544 1.5461
C 2.2034 0.4778 -0.6818
C -0.0247 0.0237 3.5357
H -0.5881 -1.9001 -3.2291
H 1.4038 2.5857 -0.5848
H 0.2148 -2.7702 -1.2764
H -0.2000 3.2138 -3.2024
H 0.3905 0.4016 -5.5734
H 1.8477 -0.4911 2.4805
H -3.6876 -3.1089 -1.4238
H -3.3057 0.0917 -3.2351
H -4.2619 -2.2374 -2.8622
H -2.1116 -1.9248 -4.1531
H -1.2883 -1.2452 2.5139
H -0.6107 3.1115 -4.9102
H -1.7081 -3.2763 -3.0734
H -3.0341 0.5357 -1.5381
H 2.6977 -1.5306 0.1812
H 0.9929 2.0574 2.0031
H 2.6280 -0.4879 -6.1382
H 0.7658 -2.6003 1.3552
H 4.6768 0.6356 -5.2673
H 2.4940 0.3727 -1.7218
H -2.9909 -0.4877 0.6566
H 2.2262 3.5387 -3.2518
H -4.4218 -1.5001 -1.2523
H 4.4490 2.6576 -3.8230
H -1.7725 1.1692 -4.6027
*
```

---

Question: Which of these has the highest maximum force?
Answer: C26H25F9IrNO2

---

Question: The highest maximum force belongs to which entry?
Answer: C26H25F9IrNO2